{"formula": "C4H9NO", "method": "ωB97M-V/def2-TZVPD", "gap_ev": 10.7, "total_energy_ev": -7831.883, "e_homo_ev": -9.75, "total_charge": 0, "smiles": "CC(C)NC=O", "elements": ["C", "C", "C", "N", "C", "O", "H", "H", "H", "H", "H", "H", "H", "H", "H"], "coordinates": [[1.553, 0.848, -0.160], [0.079, 0.470, 0.045], [-0.719, 0.230, -1.251], [0.031, -0.716, 0.900], [-1.147, -1.249, 1.299], [-2.228, -0.714, 1.138], [1.665, 1.567, -0.976], [2.162, -0.029, -0.421], [1.981, 1.297, 0.745], [-0.413, 1.278, 0.599], [-1.699, -0.207, -1.030], [-0.187, -0.449, -1.928], [-0.898, 1.180, -1.767], [0.866, -1.266, 1.025], [-1.046, -2.240, 1.780]]}

{"formula": "C26H29BBrN3O4Pt", "method": "ωB97M-V/def2-TZVPD", "gap_ev": [5.5, 5.5], "total_energy_ev": -114045.170, "e_homo_ev": [-14.91, -14.91], "total_charge": 2, "elements": ["Pt", "C", "C", "C", "C", "C", "Br", "N", "C", "H", "H", "H", "H", "H", "H", "C", "C", "N", "C", "C", "C", "C", "C", "C", "C", "C", "C", "N", "C", "H", "H", "H", "H", "H", "H", "H", "H", "C", "C", "C", "O", "B", "O", "C", "C", "C", "H", "H", "H", "H", "H", "H", "H", "H", "H", "H", "H", "H", "C", "C", "O", "O", "H", "H", "H"], "coordinates": [[0.529, -0.648, 0.444], [6.162, -0.363, 0.314], [4.953, -0.374, 1.178], [5.018, -0.498, 2.566], [3.862, -0.485, 3.327], [2.656, -0.362, 2.661], [0.985, -0.330, 3.557], [2.583, -0.241, 1.344], [3.684, -0.249, 0.613], [7.066, -0.350, 0.914], [6.159, 0.508, -0.339], [6.182, -1.246, -0.323], [5.974, -0.604, 3.058], [3.881, -0.568, 4.401], [3.561, -0.140, -0.458], [0.657, -0.771, -4.039], [0.757, -1.080, -2.682], [0.825, -0.149, -1.753], [0.768, 1.159, -2.084], [0.680, 1.558, -3.442], [0.624, 0.552, -4.423], [0.646, 2.949, -3.753], [0.629, 3.888, -2.777], [0.678, 3.522, -1.400], [0.640, 4.460, -0.356], [0.714, 4.024, 0.948], [0.827, 2.655, 1.195], [0.859, 1.758, 0.231], [0.779, 2.151, -1.056], [0.619, -1.567, -4.766], [0.780, -2.109, -2.345], [0.546, 0.825, -5.465], [0.626, 3.235, -4.794], [0.581, 4.938, -3.023], [0.558, 5.512, -0.581], [0.705, 4.716, 1.774], [0.897, 2.287, 2.210], [-4.392, 0.346, -1.029], [-3.641, 0.243, 0.289], [-4.002, 1.430, 1.189], [-2.224, 0.346, 0.002], [-1.562, -0.533, 0.792], [-2.374, -1.326, 1.509], [-3.734, -1.120, 1.073], [-4.656, -1.162, 2.281], [-4.076, -2.289, 0.137], [-4.252, 1.344, -1.436], [-5.456, 0.182, -0.883], [-4.010, -0.364, -1.758], [-3.738, 2.353, 0.680], [-3.451, 1.381, 2.125], [-5.068, 1.432, 1.388], [-4.335, -0.475, 3.059], [-4.642, -2.164, 2.706], [-5.676, -0.932, 1.986], [-3.393, -2.307, -0.708], [-5.101, -2.208, -0.209], [-3.960, -3.218, 0.689], [0.749, -4.877, 0.854], [0.705, -3.409, 0.582], [-0.026, -2.910, -0.303], [1.414, -2.630, 1.277], [0.338, -5.433, 0.019], [0.146, -5.071, 1.742], [1.765, -5.193, 1.073]]}